1.
{"formula": "C29H34MoNO4S4Te", "method": "ωB97M-V/def2-TZVPD", "de_lowest_ev": 0.915, "total_charge": 0, "s_squared": 0.755, "homo_lumo_gap_ev": [6.4, 6.8], "multiplicity": 2, "elements": ["Mo", "C", "C", "C", "O", "C", "O", "O", "H", "H", "H", "H", "H", "H", "H", "S", "S", "S", "S", "C", "C", "C", "C", "C", "C", "Te", "N", "C", "O", "C", "C", "C", "C", "C", "C", "C", "C", "C", "C", "C", "C", "C", "C", "C", "C", "C", "C", "H", "H", "H", "H", "H", "H", "H", "H", "H", "H", "H", "H", "H", "H", "H", "H", "H", "H", "H", "H", "H", "H", "H", "H", "H", "H", "H"], "coordinates": [[0.449, 0.586, 1.113], [3.525, -2.332, -0.397], [2.214, -1.570, -0.352], [1.073, -2.351, -0.999], [1.876, -1.249, 1.010], [2.333, -0.215, -1.058], [3.034, -0.040, -2.018], [1.552, 0.725, -0.546], [3.387, -3.344, -0.013], [4.279, -1.824, 0.203], [3.882, -2.382, -1.424], [0.919, -3.290, -0.465], [1.314, -2.572, -2.038], [0.141, -1.779, -0.976], [1.371, -1.981, 1.436], [-2.033, 1.356, -1.067], [-3.843, 2.388, -1.278], [-4.091, 3.671, 0.143], [-1.108, 2.237, 0.561], [2.143, 8.426, 2.574], [1.840, 6.960, 2.702], [0.648, 6.516, 3.253], [0.345, 5.162, 3.371], [-1.013, 4.792, 3.916], [1.298, 4.228, 2.940], [0.748, 2.194, 3.232], [-0.345, -0.468, 2.287], [-0.445, -1.699, 2.869], [0.116, -2.688, 2.405], [-1.248, -1.761, 4.118], [-1.983, -0.659, 4.547], [-2.709, -0.734, 5.725], [-2.700, -1.903, 6.472], [-1.970, -3.005, 6.043], [-1.246, -2.936, 4.866], [2.287, 1.447, 4.509], [3.411, 0.734, 4.083], [3.835, 0.505, 2.657], [4.257, 0.190, 5.053], [4.031, 0.340, 6.407], [4.967, -0.245, 7.427], [2.919, 1.076, 6.804], [2.044, 1.632, 5.885], [0.879, 2.431, 6.408], [2.492, 4.649, 2.346], [3.504, 3.677, 1.819], [2.745, 6.009, 2.247], [1.352, 9.034, 3.011], [2.247, 8.710, 1.526], [3.080, 8.676, 3.075], [-0.083, 7.242, 3.590], [-1.553, 5.693, 4.200], [-0.954, 4.145, 4.791], [-1.613, 4.268, 3.167], [-1.988, 0.244, 3.949], [-3.287, 0.119, 6.058], [-3.270, -1.960, 7.391], [-1.968, -3.915, 6.629], [-0.668, -3.779, 4.512], [3.167, 0.947, 1.927], [3.887, -0.564, 2.454], [4.831, 0.926, 2.500], [5.125, -0.370, 4.718], [5.617, -0.997, 6.982], [4.415, -0.711, 8.244], [5.600, 0.531, 7.860], [2.725, 1.218, 7.862], [0.914, 2.477, 7.496], [-0.078, 1.990, 6.121], [0.901, 3.457, 6.033], [3.059, 3.000, 1.086], [3.914, 3.073, 2.629], [4.327, 4.201, 1.337], [3.675, 6.334, 1.793]], "lowdin_charge": [0.990, 0.000, -0.515, 0.009, -0.144, -0.548, 0.129, -0.243, 0.094, 0.089, 0.094, 0.096, 0.105, 0.089, 0.063, -0.048, -0.096, 0.003, -0.080, -0.044, -0.255, -0.010, -0.306, -0.087, -0.356, 1.522, -0.224, -0.484, 0.050, -0.153, -0.029, -0.072, -0.077, -0.071, -0.014, -0.348, -0.284, -0.083, -0.013, -0.259, -0.045, -0.014, -0.305, -0.092, -0.283, -0.049, -0.008, 0.075, 0.086, 0.083, 0.116, 0.080, 0.048, 0.068, 0.099, 0.105, 0.104, 0.105, 0.117, 0.004, 0.079, 0.096, 0.124, 0.076, 0.081, 0.086, 0.120, 0.080, 0.060, 0.069, 0.073, 0.068, 0.086, 0.122]}

***

2.
{"formula": "C29H34N11O2SiTi", "method": "ωB97M-V/def2-TZVPD", "de_lowest_ev": 0.110, "total_charge": 3, "homo_lumo_gap_ev": 7.0, "elements": ["Ti", "N", "C", "N", "C", "N", "N", "C", "C", "C", "C", "C", "C", "N", "C", "C", "C", "C", "C", "C", "H", "H", "H", "H", "H", "H", "H", "H", "H", "H", "H", "C", "N", "C", "C", "C", "N", "C", "O", "N", "H", "H", "H", "H", "H", "H", "H", "C", "Si", "C", "C", "C", "C", "H", "H", "H", "H", "H", "H", "H", "H", "H", "C", "N", "C", "C", "C", "N", "C", "O", "N", "H", "H", "H", "H", "H", "H", "H"], "coordinates": [[0.118, 0.234, 0.463], [-2.210, -2.896, -1.687], [-1.557, -1.782, -1.414], [-0.762, -1.640, -0.381], [-0.469, -2.762, 0.393], [0.556, -2.715, 1.188], [1.213, -1.514, 1.011], [2.473, -1.479, 1.217], [3.129, -0.201, 0.990], [4.494, -0.020, 1.094], [5.018, 1.236, 0.807], [4.156, 2.247, 0.426], [2.794, 1.983, 0.344], [2.287, 0.787, 0.629], [-1.264, -3.960, 0.235], [-1.144, -5.072, 1.075], [-1.901, -6.195, 0.832], [-2.775, -6.235, -0.259], [-2.899, -5.154, -1.108], [-2.141, -4.019, -0.850], [-2.768, -2.946, -2.528], [-1.680, -0.947, -2.092], [3.014, -2.371, 1.517], [5.132, -0.844, 1.382], [6.083, 1.413, 0.873], [4.522, 3.235, 0.182], [2.091, 2.743, 0.032], [-0.450, -5.037, 1.904], [-1.815, -7.057, 1.479], [-3.359, -7.126, -0.445], [-3.569, -5.189, -1.958], [0.097, 4.201, 3.124], [0.381, 2.798, 3.470], [0.721, 2.412, 4.739], [0.951, 1.119, 5.050], [0.830, 0.149, 4.011], [0.560, 0.559, 2.767], [0.306, 1.844, 2.518], [-0.011, 2.116, 1.313], [0.980, -1.150, 4.242], [0.267, 4.813, 4.004], [-0.938, 4.299, 2.804], [0.756, 4.522, 2.322], [0.781, 3.204, 5.472], [1.202, 0.835, 6.061], [1.153, -1.484, 5.176], [0.768, -1.832, 3.527], [3.530, 1.698, -4.096], [1.836, 0.969, -4.319], [0.649, 2.156, -5.132], [1.856, -0.699, -5.137], [1.145, 0.703, -2.579], [0.730, 0.534, -1.440], [3.987, 1.885, -5.070], [4.188, 1.019, -3.551], [3.492, 2.650, -3.564], [0.978, 2.377, -6.149], [0.598, 3.108, -4.598], [-0.356, 1.734, -5.208], [2.265, -0.611, -6.145], [0.852, -1.119, -5.226], [2.479, -1.408, -4.589], [-4.407, 0.311, 2.181], [-3.768, 0.823, 0.959], [-4.445, 1.567, 0.030], [-3.842, 2.049, -1.077], [-2.458, 1.759, -1.275], [-1.818, 1.014, -0.355], [-2.453, 0.584, 0.744], [-1.727, -0.048, 1.559], [-1.791, 2.184, -2.331], [-5.455, 0.596, 2.166], [-3.924, 0.738, 3.056], [-4.322, -0.772, 2.214], [-5.490, 1.745, 0.242], [-4.396, 2.639, -1.791], [-2.237, 2.758, -3.029], [-0.813, 1.934, -2.438]], "lowdin_charge": [1.140, 0.166, -0.091, 0.041, -0.244, 0.115, -0.093, 0.000, -0.228, 0.040, 0.009, 0.011, -0.080, 0.003, -0.082, 0.013, -0.022, -0.013, 0.016, -0.153, 0.180, 0.145, 0.160, 0.137, 0.135, 0.130, 0.128, 0.123, 0.126, 0.130, 0.131, 0.048, -0.004, 0.025, 0.053, -0.302, 0.131, -0.471, -0.069, 0.231, 0.108, 0.110, 0.107, 0.154, 0.136, 0.141, 0.101, -0.172, 0.452, -0.183, -0.171, -0.124, -0.170, 0.049, 0.037, 0.035, 0.049, 0.037, 0.030, 0.050, 0.034, 0.040, 0.044, -0.010, 0.021, 0.048, -0.310, 0.092, -0.485, -0.032, 0.240, 0.107, 0.108, 0.109, 0.154, 0.135, 0.144, 0.067]}

***

3.
{"formula": "C29H34N3O", "method": "ωB97M-V/def2-TZVPD", "de_lowest_ev": 0.000, "total_charge": 1, "homo_lumo_gap_ev": 4.8, "elements": ["C", "N", "C", "C", "C", "C", "C", "C", "C", "C", "C", "C", "C", "C", "C", "C", "C", "C", "C", "C", "C", "C", "H", "H", "H", "H", "H", "H", "H", "H", "H", "H", "H", "H", "H", "H", "H", "H", "H", "H", "C", "C", "C", "N", "C", "C", "C", "C", "C", "N", "O", "H", "H", "H", "H", "H", "H", "H", "H", "H", "H", "H", "H", "H", "H", "H", "H"], "coordinates": [[-6.366, -0.989, 2.170], [-5.340, -0.323, 2.979], [-5.785, 0.006, 4.339], [-3.954, -0.436, 2.655], [-3.303, 0.556, 1.886], [-1.953, 0.516, 1.663], [-1.158, -0.520, 2.202], [0.295, -0.486, 2.204], [1.148, -1.632, 2.402], [2.419, -1.206, 2.849], [3.384, -2.144, 3.215], [3.101, -3.488, 3.091], [1.864, -3.911, 2.599], [0.892, -3.004, 2.252], [2.408, 0.240, 2.874], [1.131, 0.670, 2.439], [0.851, 2.045, 2.401], [1.816, 2.944, 2.788], [3.064, 2.510, 3.243], [3.364, 1.167, 3.292], [-1.826, -1.546, 2.905], [-3.172, -1.510, 3.130], [-5.926, -1.367, 1.251], [-6.794, -1.829, 2.715], [-7.162, -0.292, 1.914], [-4.946, 0.370, 4.928], [-6.548, 0.782, 4.311], [-6.196, -0.873, 4.833], [-3.892, 1.371, 1.499], [-1.491, 1.264, 1.042], [4.320, -1.812, 3.623], [3.840, -4.221, 3.375], [1.660, -4.966, 2.506], [-0.049, -3.329, 1.844], [-0.109, 2.392, 2.066], [1.601, 4.000, 2.750], [3.795, 3.237, 3.559], [4.308, 0.827, 3.675], [-1.240, -2.338, 3.334], [-3.642, -2.291, 3.702], [2.014, 3.913, -7.084], [1.837, 2.661, -6.235], [2.490, 2.773, -4.864], [2.434, 1.528, -4.126], [1.319, 1.200, -3.392], [1.313, -0.154, -2.720], [1.324, -1.323, -3.727], [0.430, -2.416, -3.107], [-0.471, -1.691, -2.088], [0.089, -0.332, -1.892], [0.373, 1.954, -3.288], [1.524, 3.827, -8.057], [1.601, 4.789, -6.581], [3.072, 4.116, -7.271], [0.771, 2.431, -6.098], [2.255, 1.791, -6.758], [3.533, 3.094, -4.959], [1.986, 3.542, -4.267], [3.140, 0.824, -4.352], [2.197, -0.228, -2.069], [0.919, -0.981, -4.685], [2.344, -1.680, -3.919], [-0.164, -2.944, -3.864], [1.046, -3.174, -2.606], [-1.499, -1.579, -2.457], [-0.529, -2.232, -1.134], [0.243, -0.093, -0.907]], "lowdin_charge": [-0.058, -0.225, -0.059, -0.187, 0.034, 0.003, -0.127, 0.062, -0.110, -0.085, 0.024, -0.021, -0.041, 0.005, -0.087, -0.091, 0.029, -0.039, -0.022, 0.022, 0.004, 0.025, 0.089, 0.081, 0.085, 0.088, 0.087, 0.079, 0.128, 0.115, 0.120, 0.121, 0.116, 0.118, 0.107, 0.117, 0.121, 0.120, 0.110, 0.128, -0.113, -0.255, -0.215, 0.053, -0.470, -0.260, -0.130, -0.159, -0.201, -0.014, 0.069, 0.073, 0.075, 0.071, 0.112, 0.108, 0.122, 0.124, 0.147, 0.144, 0.120, 0.113, 0.110, 0.104, 0.105, 0.093, 0.093]}

***

4.
{"formula": "C29H35AsN2O2PdTe", "method": "ωB97M-V/def2-TZVPD", "de_lowest_ev": 0.000, "total_charge": 2, "homo_lumo_gap_ev": 6.1, "elements": ["Pd", "N", "C", "N", "C", "C", "O", "C", "C", "H", "H", "H", "H", "H", "H", "H", "H", "C", "C", "C", "C", "C", "C", "As", "C", "C", "C", "C", "C", "C", "C", "C", "C", "C", "C", "C", "H", "H", "H", "H", "H", "H", "H", "H", "H", "H", "H", "H", "H", "C", "C", "C", "O", "C", "H", "H", "H", "H", "H", "H", "H", "H", "C", "Te", "C", "H", "H", "H", "H", "H", "H"], "coordinates": [[-1.197, 0.944, -0.194], [-1.257, -0.551, 1.366], [-1.186, -1.388, 2.164], [-1.115, -2.342, 3.042], [-2.125, -3.421, 3.113], [-1.406, -4.716, 3.434], [-0.636, -4.574, 4.609], [0.395, -3.621, 4.444], [-0.190, -2.246, 4.198], [-2.644, -3.480, 2.157], [-2.840, -3.176, 3.902], [-0.766, -5.014, 2.595], [-2.131, -5.506, 3.618], [1.049, -3.913, 3.613], [0.979, -3.613, 5.362], [0.585, -1.517, 3.966], [-0.758, -1.908, 5.067], [5.842, -1.088, 0.386], [5.121, -2.068, -0.282], [3.770, -1.884, -0.537], [3.134, -0.712, -0.135], [3.859, 0.266, 0.536], [5.208, 0.074, 0.802], [1.268, -0.574, -0.612], [1.605, 0.127, -2.391], [1.831, -0.630, -3.530], [2.203, 0.008, -4.706], [2.364, 1.390, -4.745], [2.125, 2.148, -3.609], [1.716, 1.514, -2.435], [1.401, 2.194, -1.172], [1.594, 3.545, -0.919], [1.330, 4.065, 0.339], [0.889, 3.264, 1.387], [0.732, 1.905, 1.186], [0.967, 1.338, -0.099], [6.896, -1.233, 0.585], [5.607, -2.980, -0.602], [3.219, -2.669, -1.045], [3.385, 1.183, 0.866], [5.766, 0.836, 1.330], [1.752, -1.710, -3.513], [2.392, -0.576, -5.597], [2.686, 1.872, -5.658], [2.276, 3.220, -3.645], [1.986, 4.197, -1.689], [1.496, 5.120, 0.518], [0.721, 3.695, 2.364], [0.498, 1.256, 2.020], [-4.750, 0.029, 1.511], [-5.050, -0.829, 0.281], [-3.800, -0.702, -0.566], [-3.241, 0.623, -0.228], [-3.969, 1.189, 0.939], [-4.144, -0.517, 2.234], [-5.652, 0.373, 2.012], [-5.915, -0.440, -0.255], [-5.251, -1.870, 0.527], [-4.006, -0.693, -1.633], [-3.037, -1.445, -0.348], [-4.606, 1.981, 0.549], [-3.235, 1.607, 1.622], [-0.809, 3.933, -2.915], [-2.091, 2.696, -1.832], [-2.230, 1.314, -3.418], [-0.031, 3.334, -3.373], [-0.408, 4.698, -2.260], [-1.441, 4.394, -3.674], [-2.861, 1.730, -4.200], [-2.657, 0.388, -3.052], [-1.215, 1.153, -3.776]], "lowdin_charge": [0.609, 0.114, -0.211, -0.062, -0.085, -0.178, -0.104, -0.176, -0.080, 0.131, 0.139, 0.136, 0.141, 0.135, 0.141, 0.133, 0.140, -0.061, -0.066, -0.128, -0.410, -0.096, -0.064, 1.324, -0.343, -0.078, -0.046, -0.043, -0.029, -0.230, -0.227, -0.037, -0.020, -0.053, -0.135, -0.483, 0.115, 0.114, 0.097, 0.095, 0.113, 0.110, 0.118, 0.119, 0.118, 0.125, 0.129, 0.121, 0.096, -0.139, -0.130, -0.144, -0.460, -0.155, 0.107, 0.133, 0.129, 0.128, 0.118, 0.108, 0.128, 0.113, -0.378, 1.513, -0.336, -0.005, 0.016, 0.035, 0.034, -0.003, 0.018]}

***

| no. | maximum force (eV/Å) |
| --- | --- |
| 1 | 0.82 |
| 2 | 0.15 |
| 3 | 1.73 |
| 4 | 0.60 |